13 unconnected molecules or ions with the total composition C70H151BN5O20 at a distorted geometry. Source: OMol25; level of theory: the ωB97M-V functional and the def2-TZVPD basis.

Each line ends with the Mulliken charge.
CARTESIAN COORDINATES (ANGSTROEM)
1 O -3.571 1.874 0.295  0.1409
2 C -2.506 1.295 0.223  -0.1116
3 O -2.210 0.016 0.018  -0.7397
4 B -0.760 -0.168 -0.237  -0.1340
5 O -0.230 1.211 -0.105  0.6835
6 C -1.196 2.056 0.092  0.0986
7 O -1.111 3.270 0.196  0.9926
8 O -0.526 -0.854 -1.536  -0.7226
9 C -0.243 -2.138 -1.336  -0.1313
10 O -0.162 -3.013 -2.176  -0.3247
11 C 0.115 -2.243 0.143  0.0565
12 O -0.136 -1.119 0.696  0.3742
13 O 0.629 -3.214 0.693  0.6977
14 C 2.092 4.167 0.892  0.4796
15 C 1.858 4.912 -0.430  0.0140
16 C 1.964 3.905 -1.592  -1.0147
17 O 0.575 5.457 -0.461  -0.5551
18 H 2.162 3.096 0.693  -0.4791
19 H 1.257 4.246 1.588  -0.8629
20 H 2.991 4.554 1.373  0.6446
21 H 2.543 5.736 -0.632  0.5061
22 H 2.955 3.449 -1.646  0.3455
23 H 1.915 4.468 -2.526  0.5232
24 H 1.186 3.147 -1.512  -0.2281
25 H -0.059 4.791 -0.169  -0.0322
26 C -4.620 6.025 -2.622  -1.1232
27 C -4.192 6.562 -1.224  0.0231
28 C -3.514 5.483 -0.421  1.3966
29 O -3.360 7.713 -1.394  -0.6158
30 H -3.828 5.489 -3.142  0.1060
31 H -5.040 6.825 -3.233  0.4091
32 H -5.468 5.365 -2.427  0.2965
33 H -5.022 6.874 -0.590  0.4015
34 H -4.277 4.834 0.012  -0.4081
35 H -3.007 5.936 0.432  -0.6765
36 H -2.835 4.837 -0.979  -0.2991
37 H -2.600 7.475 -1.933  0.3505
38 C -6.394 3.602 1.509  -1.4454
39 C -5.954 2.436 2.387  1.8756
40 C -6.531 2.479 3.783  -1.5367
41 O -6.268 1.227 1.759  -0.7069
42 H -5.924 4.536 1.826  0.2765
43 H -7.474 3.768 1.591  0.4282
44 H -6.280 3.543 0.425  0.2035
45 H -4.861 2.480 2.317  -0.5381
46 H -6.040 1.738 4.410  0.3817
47 H -7.603 2.373 3.607  0.3879
48 H -6.388 3.481 4.190  0.3263
49 H -5.717 1.136 0.975  0.1942
50 C 5.384 -4.087 3.115  -1.4522
51 C 4.174 -3.376 3.730  0.1253
52 C 3.111 -2.865 2.728  1.4321
53 O 3.472 -4.300 4.599  -0.5826
54 H 6.133 -4.284 3.885  0.4526
55 H 5.858 -3.491 2.334  0.1386
56 H 5.148 -5.091 2.762  0.3132
57 H 4.487 -2.508 4.315  0.2060
58 H 3.300 -1.798 2.592  -0.5905
59 H 2.084 -3.057 3.029  0.2207
60 H 3.187 -3.335 1.746  -0.5148
61 H 3.859 -4.060 5.447  0.3983
62 C 0.801 -6.688 -0.587  -0.7464
63 C 2.109 -6.494 0.144  0.1796
64 C 3.079 -5.650 -0.694  -0.3864
65 O 1.813 -5.843 1.383  -0.5967
66 H 0.187 -7.428 -0.070  0.3561
67 H 0.828 -7.006 -1.632  0.3279
68 H 0.231 -5.757 -0.647  -0.2423
69 H 2.487 -7.508 0.289  0.3851
70 H 3.920 -5.326 -0.081  0.2706
71 H 2.585 -4.716 -0.971  -0.5322
72 H 3.296 -6.185 -1.619  0.6010
73 H 1.271 -5.095 1.105  0.0946
74 C -3.053 -5.120 2.590  -1.3989
75 C -2.177 -3.830 2.585  1.9630
76 C -3.017 -2.543 2.397  -0.9139
77 O -1.370 -3.770 3.755  -0.7114
78 H -3.910 -4.988 1.929  0.2695
79 H -3.385 -5.110 3.630  0.4651
80 H -2.611 -6.054 2.250  0.2448
81 H -1.576 -3.921 1.675  -0.7287
82 H -2.339 -1.691 2.423  -0.0941
83 H -3.761 -2.483 3.193  0.4321
84 H -3.599 -2.622 1.478  0.1635
85 H -0.931 -2.916 3.681  0.1500
86 C -3.396 -4.260 -2.584  -0.6024
87 C -3.131 -5.507 -1.766  1.9908
88 C -4.293 -5.825 -0.827  -1.6573
89 O -2.853 -6.581 -2.640  -0.7368
90 H -2.540 -4.078 -3.235  0.0339
91 H -3.559 -3.438 -1.887  -0.1676
92 H -4.295 -4.367 -3.195  0.4510
93 H -2.243 -5.274 -1.168  -0.6931
94 H -4.010 -6.542 -0.053  0.4095
95 H -5.221 -6.237 -1.225  0.4098
96 H -4.586 -4.932 -0.270  0.2434
97 H -2.383 -6.198 -3.385  0.3135
98 C 0.574 1.888 3.214  -0.4852
99 C 1.169 0.986 4.339  2.1254
100 C 2.723 1.265 4.160  -0.4564
101 C 3.531 0.765 5.326  -0.7289
102 C 3.167 1.523 6.563  -1.4729
103 C 1.668 1.340 6.885  1.3038
104 N 0.787 1.540 5.652  1.1731
105 O -0.550 1.609 5.948  -0.5035
106 C 1.421 -0.004 7.565  -1.7334
107 C 1.309 2.373 7.965  -1.8433
108 C 0.840 -0.488 4.118  -1.3036
109 H -0.479 1.619 3.092  0.5694
110 H 1.097 1.779 2.265  -0.1211
111 H 0.543 2.949 3.466  -0.8919
112 H 3.003 0.628 3.315  -0.7797
113 H 3.080 2.254 3.872  0.5674
114 H 4.561 0.941 5.006  0.5420
115 H 3.394 -0.310 5.451  0.0507
116 H 3.540 2.546 6.608  0.3627
117 H 3.682 1.026 7.390  0.5173
118 H 0.423 -0.110 7.992  0.3997
119 H 1.490 -0.829 6.851  0.2828
120 H 2.169 -0.206 8.331  0.4677
121 H 1.709 3.340 7.648  0.2145
122 H 0.241 2.475 8.150  0.3571
123 H 1.819 2.205 8.914  0.4495
124 H 1.082 -0.859 3.121  -0.4163
125 H -0.234 -0.659 4.226  0.6513
126 H 1.388 -1.177 4.762  0.2213
127 H -0.797 0.718 6.236  0.3744
128 C 6.628 1.018 -0.404  -2.2403
129 C 5.372 0.151 -0.390  1.8922
130 C 4.153 1.091 -0.062  -1.8033
131 C 2.801 0.466 -0.410  3.1911
132 C 2.771 0.025 -1.855  -1.4434
133 C 3.910 -0.920 -2.254  2.7179
134 N 5.215 -0.405 -1.756  0.5172
135 O 6.307 -1.160 -2.183  -0.5180
136 C 3.620 -2.334 -1.752  -1.0718
137 C 3.992 -0.866 -3.802  -2.3708
138 C 5.505 -0.878 0.782  -1.8534
139 H 6.584 1.580 -1.337  0.4985
140 H 7.517 0.385 -0.390  0.4296
141 H 6.728 1.678 0.457  0.3285
142 H 4.071 1.237 1.017  0.2129
143 H 4.243 2.067 -0.542  0.2825
144 H 1.982 1.168 -0.257  -0.8866
145 H 2.683 -0.389 0.262  -0.6093
146 H 2.850 0.919 -2.481  0.4045
147 H 1.779 -0.347 -2.120  -0.2723
148 H 3.537 -2.392 -0.666  -0.1588
149 H 2.805 -2.904 -2.201  -0.4943
150 H 4.495 -2.946 -1.993  0.5920
151 H 4.264 0.099 -4.231  0.4052
152 H 4.723 -1.611 -4.123  0.6762
153 H 3.054 -1.167 -4.271  0.1871
154 H 6.352 -1.544 0.614  0.4955
155 H 4.601 -1.423 1.048  0.0070
156 H 5.770 -0.284 1.660  0.4109
157 H 6.588 -0.761 -3.012  0.3599
158 C 1.273 -5.806 -9.063  -2.0644
159 C 1.949 -5.597 -7.687  1.6048
160 C 2.181 -4.063 -7.684  -1.6501
161 C 2.225 -3.314 -6.361  -0.5538
162 C 1.085 -3.713 -5.453  -0.9159
163 C 0.958 -5.270 -5.342  1.8393
164 N 0.973 -5.914 -6.668  0.6984
165 O 0.665 -7.296 -6.603  -0.4870
166 C 2.131 -5.696 -4.437  -1.4757
167 C -0.332 -5.596 -4.608  -1.9071
168 C 3.279 -6.350 -7.643  -1.6099
169 H 0.252 -5.426 -9.029  0.4582
170 H 1.170 -6.887 -9.188  0.3946
171 H 1.848 -5.359 -9.872  0.3880
172 H 3.101 -3.928 -8.255  0.5361
173 H 1.406 -3.577 -8.280  0.4330
174 H 2.226 -2.243 -6.564  0.4975
175 H 3.152 -3.523 -5.821  0.2416
176 H 0.132 -3.381 -5.873  0.4722
177 H 1.210 -3.332 -4.440  -0.1062
178 H 2.082 -5.242 -3.444  -0.0986
179 H 2.027 -6.766 -4.236  0.5293
180 H 3.155 -5.490 -4.745  0.2268
181 H -0.441 -5.045 -3.671  -0.1488
182 H -1.255 -5.430 -5.168  0.6591
183 H -0.355 -6.625 -4.241  0.7022
184 H 3.115 -7.427 -7.571  0.3487
185 H 3.765 -6.115 -6.694  0.3320
186 H 3.991 -6.142 -8.440  0.4340
187 H -0.271 -7.282 -6.824  0.3163
188 C 2.211 5.520 4.920  -1.2886
189 C 0.984 6.418 4.738  1.3172
190 C 1.288 7.167 3.392  -1.0970
191 C 0.022 7.713 2.726  -1.2976
192 C -0.994 6.576 2.553  -0.5414
193 C -1.370 5.843 3.837  1.9136
194 N -0.149 5.491 4.571  1.5425
195 O -0.345 4.639 5.685  -0.7029
196 C -2.360 6.639 4.710  -1.9087
197 C -2.117 4.547 3.379  -1.8019
198 C 0.817 7.395 5.906  -1.9600
199 H 3.102 6.116 5.141  0.5568
200 H 2.396 4.911 4.035  -0.0357
201 H 2.224 4.834 5.770  0.0204
202 H 1.832 8.095 3.584  0.4514
203 H 1.874 6.574 2.692  0.2837
204 H 0.208 8.195 1.766  0.5251
205 H -0.413 8.469 3.385  0.4603
206 H -0.510 5.903 1.843  -0.0517
207 H -1.883 7.013 2.096  0.3379
208 H -2.122 7.690 4.891  0.2905
209 H -3.420 6.469 4.519  0.4411
210 H -2.295 6.310 5.753  0.3831
211 H -1.469 3.953 2.732  -0.5091
212 H -2.466 3.929 4.207  0.6584
213 H -2.952 4.756 2.708  0.4568
214 H -0.024 8.068 5.736  0.3211
215 H 1.728 7.976 6.057  0.4591
216 H 0.599 6.871 6.838  0.3242
217 H -0.198 3.760 5.316  0.1835
218 C -5.669 -0.070 -4.156  -1.9080
219 C -4.482 -0.176 -3.187  1.7245
220 C -3.514 -1.209 -3.732  0.5677
221 C -2.596 -0.769 -4.864  -0.9456
222 C -1.864 0.527 -4.500  -0.7717
223 C -2.881 1.618 -4.037  1.9481
224 N -3.844 1.104 -3.049  1.5535
225 O -4.618 2.071 -2.373  -0.6735
226 C -2.068 2.739 -3.454  -0.7405
227 C -3.620 2.256 -5.267  -2.0812
228 C -4.978 -0.811 -1.836  -1.8134
229 H -6.418 0.670 -3.861  0.3463
230 H -6.272 -0.981 -4.151  0.5023
231 H -5.369 0.222 -5.160  0.2923
232 H -2.838 -1.665 -3.008  -1.2178
233 H -4.135 -2.033 -4.090  0.4960
234 H -3.106 -0.537 -5.802  0.5239
235 H -1.846 -1.534 -5.072  0.0615
236 H -1.366 0.926 -5.386  0.5773
237 H -1.097 0.331 -3.750  -0.4705
238 H -2.662 3.610 -3.161  -0.7777
239 H -1.663 2.527 -2.459  -0.2649
240 H -1.275 3.017 -4.145  0.7122
241 H -4.438 2.871 -4.894  0.2970
242 H -2.994 2.848 -5.937  0.4618
243 H -3.974 1.439 -5.897  0.3974
244 H -4.130 -1.042 -1.194  -0.0149
245 H -5.642 -1.652 -2.032  0.4345
246 H -5.630 -0.074 -1.362  0.5111
247 H -4.063 2.206 -1.598  0.0437

Properties
E_tot = -4561.2417 Ha
orbital gap = 0.2955 hartree
net charge = -1